# 1
ORCA calculation (ωB97M-V/def2-TZVPD) on 2 unconnected molecules or ions with the total composition CH2ClN2OP at a distorted geometry.

Output
Energy above the lowest of the compared OMol25 structures with the same formula, charge and spin (eV): 0.7986
E_tot (a.u.): -1025.5601
Lowest unoccupied orbital energy (eV): -0.72

Positions of all 8 atoms, in Å:
1 C 0.7622 0.5383 0.3683
2 N 0.1412 1.6971 0.2025
3 N -0.2072 2.6577 -0.2361
4 O 3.0149 -1.3761 -1.2873
5 P 1.5888 -0.9986 -1.5074
6 Cl 1.7811 0.7386 -2.6944
7 H 1.4778 0.5973 1.2410
8 H 0.0502 -0.2137 0.2692



# 2
ORCA calculation (ωB97M-V/def2-TZVPD) on 2 unconnected molecules or ions with the total composition C3H8N2O at a distorted geometry.

Output
Energy above the lowest of the compared OMol25 structures with the same formula, charge and spin (eV): 1.9449
Structure (SMILES): C=NC.NC=O
E_tot (a.u.): -303.8207
Lowest unoccupied orbital energy (eV): 0.92

Positions of all 14 atoms, in Å:
1 C 1.1884 -2.1541 -0.3757
2 N 1.1360 -0.9025 -0.4698
3 C 0.9877 -0.2903 -1.7993
4 H 1.1476 -2.6744 0.5794
5 H 1.4554 -2.8139 -1.2061
6 H 2.0079 -0.0963 -2.1197
7 H 0.4497 -0.9839 -2.4559
8 H 0.2818 0.5383 -1.7794
9 N -0.1245 0.9510 1.5657
10 C -1.4316 1.1143 1.1617
11 O -1.8145 1.3941 0.0663
12 H -0.0414 0.3236 2.3478
13 H 0.6002 0.6497 0.9127
14 H -2.0372 1.0830 2.0800



# 3
ORCA calculation (ωB97M-V/def2-TZVPD) on 2 unconnected molecules or ions with the total composition C2H6NO2P at a distorted geometry.

Output
Energy above the lowest of the compared OMol25 structures with the same formula, charge and spin (eV): 4.5723
Structure (SMILES): NC#[PH]O.C=O
E_tot (a.u.): -626.2524
Lowest unoccupied orbital energy (eV): 0.60

Positions of all 12 atoms, in Å:
1 N 0.3322 2.2886 -0.5795
2 C 0.6460 1.0699 -0.3043
3 P 2.0787 0.1551 -0.0456
4 O 1.4396 -1.3767 -0.3266
5 H 0.8037 3.1551 -0.1419
6 H -0.8138 2.5503 -0.6254
7 H 1.8275 0.2871 1.4105
8 H 2.0962 -2.0222 -0.6586
9 C -1.5058 -0.7542 -0.4523
10 O -2.2408 -0.0032 0.0654
11 H -1.5264 -0.8602 -1.5476
12 H -0.6833 -1.3606 -0.0420



# 4
ORCA calculation (ωB97M-V/def2-TZVPD) on a molecular structure, C5H11N3O at a distorted geometry.

Output
Energy above the lowest of the compared OMol25 structures with the same formula, charge and spin (eV): 6.5435
E_tot (a.u.): -436.4066
Lowest unoccupied orbital energy (eV): 0.97

Positions of all 20 atoms, in Å:
1 C -2.0984 0.8245 -1.0800
2 C -0.1976 -1.8479 0.3584
3 N -1.5783 0.6573 0.2613
4 C 0.7531 0.5815 0.1573
5 C -0.0525 -0.4047 0.2017
6 N 0.8871 1.8827 -0.2378
7 C 3.2266 -0.6042 0.1214
8 O -2.5206 -0.1334 0.9643
9 N 2.3182 -0.0151 0.7519
10 H -2.4920 0.2070 1.8679
11 H 1.8394 2.2039 -0.1067
12 H 0.1576 2.4724 0.1404
13 H -3.0273 1.4031 -1.0466
14 H -1.3485 1.3501 -1.6674
15 H -2.3226 -0.1381 -1.5553
16 H -1.2315 -2.1187 0.1183
17 H 0.5014 -2.3680 -0.2951
18 H -0.0472 -2.1625 1.3937
19 H 3.0575 -0.9025 -0.9333
20 H 4.1756 -0.8874 0.5856